## w
43
Properties=species:S:1:pos:R:3:mulliken_charge:R:1 method="wB97M-V/def2-TZVPD" multiplicity=1 smiles="CC(=O)N/C(=C/c1ccc2c(c1)OCO2)C(=O)NCc1ccccc1" homo_energy_ev=-7.844 lumo_ev=0.525 orbital_gap_ev=8.369
C -5.4456 -2.0325 -0.6391 -1.282
C -4.1549 -1.2496 -0.5528 0.753
O -4.0699 -0.0822 -0.8780 -0.711
N -3.1172 -1.9929 -0.0877 -0.175
C -1.7617 -1.6107 0.0650 0.553
C -0.8018 -2.4240 -0.3951 -1.089
C 0.6323 -2.1915 -0.2980 0.272
C 1.4813 -3.2839 -0.1346 -0.742
C 2.8585 -3.1406 -0.0130 -0.938
C 3.3601 -1.8634 -0.0775 0.911
C 2.5219 -0.7627 -0.2706 0.816
C 1.1638 -0.8959 -0.3902 -1.081
H 0.5374 -0.0385 -0.5655 0.841
O 3.2811 0.3770 -0.3261 -0.436
C 4.6153 -0.0354 -0.1305 -0.321
O 4.6596 -1.4400 -0.0026 -0.481
H 5.0165 0.4302 0.7851 0.299
H 5.2281 0.2747 -0.9921 0.265
H 3.5073 -3.9888 0.1263 0.429
H 1.0556 -4.2743 -0.0771 0.402
H -1.0934 -3.3527 -0.8744 0.397
C -1.4399 -0.4356 0.9645 0.286
O -0.7696 -0.6146 1.9648 -0.653
N -1.9404 0.7452 0.5848 0.065
H -2.5753 0.7798 -0.2082 0.363
C -1.6920 1.9650 1.3295 -1.479
C -0.7060 2.8286 0.5852 0.679
C -1.1359 3.8738 -0.2205 -0.479
C -0.2217 4.6223 -0.9418 -0.479
C 1.1284 4.3234 -0.8730 -0.518
C 1.5638 3.2781 -0.0755 -0.532
C 0.6510 2.5371 0.6527 -0.158
H 0.9876 1.7222 1.2763 0.465
H 2.6134 3.0309 -0.0249 0.379
H 1.8400 4.9047 -1.4410 0.383
H -0.5648 5.4374 -1.5625 0.378
H -2.1902 4.1039 -0.2818 0.353
H -2.6391 2.4919 1.4741 0.512
H -1.2824 1.6682 2.2990 0.425
H -3.2809 -2.9886 -0.0179 0.294
H -5.6794 -2.4833 0.3227 0.349
H -6.2495 -1.3626 -0.9296 0.357
H -5.3556 -2.8204 -1.3845 0.333

---

## x
43
Properties=species:S:1:pos:R:3:mulliken_charge:R:1 method="wB97M-V/def2-TZVPD" multiplicity=1 smiles="COc1ccccc1CN(C)C(=O)CN1C(=O)c2ccccc2C1=O" homo_energy_ev=-8.334 lumo_ev=-0.407 orbital_gap_ev=7.927
C -1.4555 -3.0146 1.4976 -0.850
H -2.3427 -3.1393 2.1151 0.269
O -1.8846 -2.2642 0.3864 -0.401
C -0.9789 -1.8484 -0.5268 0.648
C 0.3288 -2.3180 -0.6085 -0.484
C 1.1731 -1.8706 -1.6103 -0.496
C 0.7280 -0.9579 -2.5463 -1.023
C -0.5683 -0.4750 -2.4613 -0.216
C -1.4270 -0.8970 -1.4613 0.866
C -2.7711 -0.2347 -1.2619 -1.780
N -2.5341 1.0417 -0.5936 0.251
C -2.3356 1.0032 0.7493 0.537
O -2.8498 0.1775 1.4691 -0.588
C -1.3095 2.0010 1.3244 -1.121
N 0.0091 1.4694 1.0333 0.393
C 0.5510 0.3679 1.6940 -0.141
O 0.0474 -0.2131 2.6175 -0.615
C 1.8565 0.1172 1.0361 0.616
C 2.8130 -0.8464 1.2749 -0.293
C 3.9545 -0.8331 0.4794 -0.635
C 4.1253 0.1181 -0.5143 -0.532
C 3.1637 1.0959 -0.7477 -0.368
C 2.0325 1.0794 0.0405 0.220
C 0.8463 1.9632 0.0447 0.203
O 0.6150 2.9302 -0.6400 -0.663
H 3.2917 1.8430 -1.5152 0.540
H 5.0215 0.1013 -1.1165 0.411
H 4.7207 -1.5772 0.6389 0.408
H 2.6757 -1.5822 2.0519 0.551
H -1.3691 3.0011 0.8966 0.502
H -1.4423 2.0289 2.4086 0.401
C -2.2593 2.1897 -1.4255 -0.975
H -2.8388 2.0903 -2.3429 0.335
H -2.5872 3.0986 -0.9223 0.353
H -1.2058 2.2987 -1.6905 0.286
H -3.2778 -0.0557 -2.2113 0.685
H -3.3961 -0.8481 -0.6127 0.420
H -0.9178 0.2447 -3.1870 0.436
H 1.3838 -0.6167 -3.3324 0.393
H 2.1850 -2.2457 -1.6558 0.502
H 0.6947 -3.0353 0.1088 0.322
H -0.6983 -2.4729 2.0705 0.266
H -1.0742 -3.9975 1.2000 0.365

---

It is x that is the most stable of them.

---

## w
8
Properties=species:S:1:pos:R:3:mulliken_charge:R:1 method="wB97M-V/def2-TZVPD" charge=+1 multiplicity=1 homo_energy_ev="-15.827 / -15.827" lumo_ev="-7.955 / -7.956" orbital_gap_ev="7.873 / 7.871"
C 0.3098 2.2503 -0.1431 0.593
C -0.8272 0.2239 0.2763 -0.285
C 0.3206 0.3219 -0.7805 -0.087
N -0.5466 2.6035 0.5478 -0.329
N 0.9530 1.3936 -0.8685 -0.285
I -2.8034 -0.0274 -0.0579 0.597
H -0.5630 -0.0999 1.2789 0.414
H 0.7605 -0.4357 -1.5954 0.382

---

## x
8
Properties=species:S:1:pos:R:3:mulliken_charge:R:1 method="wB97M-V/def2-TZVPD" charge=+1 multiplicity=1 smiles="I/C=N/C1=[N+]=C1" homo_energy_ev="-14.894 / -14.894" lumo_ev="-6.839 / -6.839" orbital_gap_ev="8.055 / 8.055"
C -0.6188 0.9979 0.0969 0.643
C 1.1314 -0.2817 0.2801 -0.194
C -1.4812 -0.0233 -0.4179 0.083
N 0.6720 0.9851 0.1183 -0.347
N -1.8812 1.2155 -0.2842 -0.322
I 3.1236 -0.7842 -0.1417 0.362
H 0.7358 -1.0471 1.0082 0.420
H -1.6817 -1.0623 -0.6597 0.355

---

## y
8
Properties=species:S:1:pos:R:3:mulliken_charge:R:1 method="wB97M-V/def2-TZVPD" charge=+1 multiplicity=1 homo_energy_ev="-15.515 / -15.515" lumo_ev="-8.629 / -8.630" orbital_gap_ev="6.886 / 6.885"
C 1.4272 -0.3561 1.1105 0.588
C -0.3131 0.8711 0.2551 0.012
C -0.5797 -0.2550 -0.6916 -0.314
N 0.6591 0.7509 1.0738 -0.319
N 1.7764 -1.3273 0.5463 -0.356
I -2.3500 -0.6794 -1.5860 0.585
H -0.9859 1.7695 0.3510 0.375
H 0.3660 -0.7737 -1.0590 0.429

---

It is y that is the most stable of them.

---

## w
20
Properties=species:S:1:pos:R:3:lowdin_spin:R:1 method="wB97M-V/def2-TZVPD" charge=+1 multiplicity=2 s2=0.7536 homo_energy_ev="-14.086 / -14.086" lumo_ev="-3.993 / -8.448" orbital_gap_ev="10.093 / 5.639"
C 1.0383 2.6307 -1.5942 0.001
C 0.4900 3.6997 -0.5767 0.000
H 0.3344 1.9725 -1.8797 0.001
H 1.5943 3.1118 -2.4470 0.000
H 1.7633 1.8972 -1.1728 0.000
H -0.4342 3.3065 -0.0908 0.000
H 0.4826 4.7345 -0.9548 0.000
H 0.9661 3.8120 0.3321 0.000
C 0.4606 -2.1072 0.8341 0.045
C 1.7335 -1.1705 0.8370 0.039
C -2.1775 -0.9030 0.9431 0.070
S -0.8508 -1.3197 -0.3106 0.788
H 0.5988 -3.0646 0.3989 0.014
H 0.2173 -2.4089 1.8812 -0.001
H 1.6952 -0.4567 1.7031 0.002
H 1.9091 -0.4229 -0.0082 0.003
H -1.7591 -0.6688 1.9320 0.007
H -2.7455 -0.0371 0.5487 0.004
H -2.8521 -1.7462 1.1188 0.024
H 2.5734 -1.8117 0.9479 0.003

---

## x
20
Properties=species:S:1:pos:R:3:lowdin_spin:R:1 method="wB97M-V/def2-TZVPD" charge=+1 multiplicity=2 s2=0.7530 homo_energy_ev="-14.600 / -14.599" lumo_ev="-3.184 / -8.283" orbital_gap_ev="11.415 / 6.316"
C 1.7505 2.7326 -1.1421 0.000
C 0.7202 1.6051 -1.2787 0.001
H 2.4989 2.5999 -1.9288 0.000
H 1.3060 3.6600 -1.5002 0.000
H 2.2317 2.7112 -0.1746 0.000
H 0.1930 1.5991 -2.2340 0.000
H -0.0225 1.6511 -0.4834 0.001
H 1.2431 0.6409 -1.2193 0.000
C -0.7308 -1.6193 0.2012 0.095
C -1.6642 -2.4193 -0.6624 0.002
C -0.2208 -0.4877 2.6811 0.083
S -1.3176 -1.6168 1.8790 0.727
H 0.3064 -1.9675 0.1679 0.028
H -0.5966 -0.5665 -0.0570 0.022
H -1.2478 -2.4547 -1.6709 -0.001
H -2.6068 -1.9040 -0.8482 0.000
H 0.0963 0.2655 1.9667 0.005
H -0.7480 0.0289 3.4876 0.008
H 0.6144 -1.0130 3.1656 0.028
H -1.8054 -3.4455 -0.3494 0.000

---

It is x that is the most stable of them.

---

## w
8
Properties=species:S:1:pos:R:3:mulliken_charge:R:1 method="wB97M-V/def2-TZVPD" charge=+1 multiplicity=1 homo_energy_ev="-17.037 / -16.873" lumo_ev="-8.677 / -8.406" orbital_gap_ev="8.360 / 8.467"
C 2.3540 0.6244 -0.0246 0.126
C -0.6554 -0.5743 0.0749 0.263
N 2.1846 1.6288 0.4613 -0.114
N -0.2464 -1.6722 -0.0137 0.622
N -1.3406 0.5216 -0.0919 -0.233
O 0.4641 -2.5551 -0.0444 -0.307
H -1.2365 0.8630 -1.0373 0.323
H -1.5238 1.1637 0.6758 0.321

---

## x
8
Properties=species:S:1:pos:R:3:mulliken_charge:R:1 method="wB97M-V/def2-TZVPD" charge=+1 multiplicity=1 homo_energy_ev=-16.587 lumo_ev=-6.884 orbital_gap_ev=9.703
C 0.9838 -1.1460 -0.0452 0.081
C 1.5987 0.5162 0.2859 0.735
N 2.1656 -0.7226 -0.0744 -0.244
N -0.1863 1.1653 0.0883 -0.052
N 0.3347 0.0408 0.7258 -0.073
O 1.0515 1.6491 -0.2569 -0.113
H 0.4133 -2.0677 -0.5667 0.343
H -0.8121 1.9281 0.4668 0.323

---

It is x that is the most stable of them.

---

## w
8
Properties=species:S:1:pos:R:3:mulliken_charge:R:1 method="wB97M-V/def2-TZVPD" charge=+1 multiplicity=1 homo_energy_ev=-14.052 lumo_ev=-5.626 orbital_gap_ev=8.425
C -0.2235 -0.0370 0.4953 -0.182
C 1.2538 0.7540 -1.1307 0.572
N -1.4610 -0.4003 0.6780 0.463
N -2.4139 -0.9081 0.9866 -0.373
N 0.1107 0.3886 -0.8266 -0.134
O 2.2314 1.2362 -1.3893 -0.074
H 0.1656 0.3914 1.2921 0.339
H -0.4507 -0.0837 -1.6356 0.389

---

## x
8
Properties=species:S:1:pos:R:3:mulliken_charge:R:1 method="wB97M-V/def2-TZVPD" charge=+1 multiplicity=1 homo_energy_ev=-18.185 lumo_ev=-6.581 orbital_gap_ev=11.605
C -0.3602 -0.1774 -0.3092 0.086
C 2.7905 -0.3655 0.2891 0.556
N -3.2222 0.5436 -0.0419 0.191
N -4.1574 1.0640 -0.2061 -0.216
N 0.7218 -0.5483 -0.3311 -0.370
O 3.1429 0.7085 -0.0278 -0.076
H -1.4739 0.0123 -0.2205 0.417
H 2.5586 -1.2373 0.8474 0.413

---

It is x that is the most stable of them.